69
Properties=species:S:1:pos:R:3:forces:R:3 method="wB97M-V/def2-TZVPD" multiplicity=4 de_lowest_kj_mol=206.06 e_tot_ev=-76637.1948 total_charge=+1
V 6.92607 -34.68006 3.72049 -2.460 1.349 1.880
C 4.30041 -31.53234 4.89564 1.501 1.104 -1.300
C 4.97508 -32.61771 5.72122 -1.238 -1.348 1.592
O 5.88195 -33.51457 5.18882 1.426 -0.128 -1.459
H 4.81848 -30.56375 4.94599 0.112 -0.084 0.430
H 3.27102 -31.24729 5.10091 -0.167 -0.729 0.083
H 4.48462 -31.77321 3.84269 -0.824 -0.336 -0.031
H 4.14265 -33.21778 6.13513 -0.328 -0.123 -0.187
H 5.33258 -32.19945 6.67641 0.553 0.414 -0.206
C 11.45810 -35.67017 4.08513 -0.254 -0.288 -1.406
O 11.05535 -35.36169 5.40701 0.703 0.011 -0.288
C 9.94913 -34.66573 5.56303 -0.880 -0.214 1.339
O 9.03040 -34.54912 4.78809 0.253 0.069 -1.025
O 9.92978 -34.20858 6.80069 0.505 0.193 -0.109
C 8.81037 -33.44123 7.23148 -0.974 0.313 0.410
H 11.50622 -34.79672 3.43281 0.079 0.286 0.380
H 10.77168 -36.34139 3.56197 -0.212 -0.130 0.403
H 12.43072 -36.15196 4.07887 0.022 0.114 0.533
H 8.39497 -32.76169 6.48789 0.324 -0.177 -0.300
H 9.12276 -32.86692 8.09945 0.263 -0.107 -0.067
H 7.98646 -34.08673 7.53794 0.110 -0.184 -0.117
C 5.02671 -38.48623 2.84050 1.801 0.260 -0.812
O 3.88397 -37.84106 3.37156 -0.098 -0.629 -0.031
C 3.98930 -36.56087 3.67431 0.167 0.300 -0.456
O 4.99325 -35.89739 3.55482 0.412 -0.174 -0.234
O 2.85543 -36.01770 4.03942 0.004 1.327 0.481
C 1.80640 -36.75704 4.61080 -0.873 -2.378 -0.130
H 4.78434 -39.44084 2.38701 -0.489 -0.098 0.553
H 5.86515 -38.55567 3.53640 -0.516 -0.395 0.608
H 5.53501 -37.93454 2.04184 -0.731 0.471 -0.162
H 1.57122 -37.62692 3.98872 0.073 0.128 -0.124
H 0.86438 -36.22407 4.69262 0.495 0.771 -0.048
H 2.06944 -37.19995 5.57407 0.209 0.468 0.117
C 3.07104 -32.15768 0.48339 0.504 1.334 -1.166
O 3.85773 -33.02565 1.27923 -0.246 -0.227 1.569
C 5.12217 -33.30001 1.04824 -0.991 -0.144 -1.407
O 5.83830 -33.85388 1.83382 0.766 -0.294 0.632
O 5.43440 -33.01201 -0.21017 0.188 0.523 -0.383
C 6.71783 -33.37962 -0.68655 0.930 -0.613 -0.298
H 2.91170 -32.54494 -0.52168 -0.232 -0.326 0.188
H 3.58432 -31.20301 0.33297 0.222 -0.114 0.097
H 2.14849 -31.87712 0.98133 -0.016 -0.733 0.283
H 7.51555 -33.09737 -0.00086 -0.161 -0.004 0.165
H 6.93113 -32.93142 -1.65447 -0.530 0.461 0.137
H 6.76305 -34.45311 -0.88060 -0.099 -0.072 0.360
C 10.31075 -32.68269 1.15910 1.022 -1.328 0.233
O 9.63196 -31.58960 1.73718 0.190 0.482 -0.681
C 8.65237 -31.77657 2.60156 -0.262 -0.118 -0.705
O 8.17944 -32.86904 2.83775 -0.108 0.008 0.369
O 8.26068 -30.59826 3.02887 -0.268 0.305 -0.133
C 6.94691 -30.56390 3.66010 1.095 -0.592 0.617
H 9.80150 -33.64350 1.05146 -0.795 0.370 0.489
H 11.16726 -32.88953 1.80306 0.191 0.024 -0.219
H 10.65899 -32.49031 0.14685 -0.050 0.843 0.172
H 6.21958 -30.94723 2.95273 -0.090 -0.035 0.212
H 6.72872 -29.55298 3.98783 0.240 0.154 -0.427
H 7.07968 -31.17758 4.54998 -0.776 -0.246 -0.100
C 5.01221 -36.10601 7.18696 0.073 2.126 -0.727
O 5.78844 -37.24600 6.91087 -0.604 -2.188 0.704
C 6.77733 -37.29442 6.05474 0.177 1.851 1.217
O 7.05717 -36.39434 5.29987 0.395 0.449 -1.229
O 7.53049 -38.33408 6.29968 -0.262 -1.161 -0.633
C 8.89018 -38.33033 5.87416 1.085 0.865 0.014
H 4.23443 -36.24323 7.93382 0.259 -0.976 -0.002
H 4.54424 -35.69748 6.28767 0.170 -0.044 -0.041
H 5.67254 -35.32492 7.57274 -0.040 0.029 -0.146
H 9.41681 -37.86677 6.70997 0.427 -0.650 0.082
H 9.20372 -37.70790 5.03085 -1.085 0.225 -0.209
H 9.22713 -39.32227 5.59170 -0.288 -0.241 0.651

84
Properties=species:S:1:pos:R:3:forces:R:3 method="wB97M-V/def2-TZVPD" multiplicity=4 e_tot_ev=-143269.4052 total_charge=+1
Re 0.66444 0.16911 0.08609 -0.284 -0.055 -1.004
Br 1.42421 3.08869 1.33795 0.133 -0.085 0.038
C -0.27724 3.80763 0.93106 -0.018 0.043 0.004
C -0.54088 5.13354 1.21341 0.010 0.081 -0.018
C -1.69114 5.70336 0.68313 -0.039 -0.012 -0.004
C -2.49166 4.98337 -0.19477 0.022 0.051 -0.043
C -2.19507 3.65620 -0.47001 -0.086 0.010 -0.075
C -2.80883 2.89562 -1.59739 0.044 -0.056 0.059
C -2.74975 1.21903 -2.96856 0.047 0.042 -0.045
C -0.98360 0.01916 -1.25866 -0.087 0.238 0.345
C -0.97347 1.59505 -0.09122 0.181 -0.306 0.130
C -1.14378 3.02920 0.19391 0.006 -0.117 -0.001
H 0.15087 5.71950 1.80333 -0.028 -0.011 -0.009
H -1.92251 6.73656 0.90660 -0.001 -0.023 -0.006
H -3.32202 5.46564 -0.69812 0.035 -0.012 0.033
H -3.67454 3.41109 -2.01144 -0.033 0.004 0.028
H -2.29736 0.30854 -3.34571 0.027 0.007 0.049
H -1.00374 -0.66059 -2.08328 -0.012 -0.213 -0.160
C -1.14165 -3.08200 0.36606 -0.105 -0.079 0.158
Si -0.23189 -3.07251 -1.26084 0.018 0.055 -0.033
C 0.57516 -4.73388 -1.53850 0.017 -0.278 -0.051
C -1.51769 -2.90487 -2.61911 -0.061 0.110 -0.128
C 1.09897 -1.69949 -1.15732 0.071 0.453 0.462
C 2.15840 -2.05943 -0.18967 0.090 -0.148 -0.013
C 2.91221 -3.22716 -0.04284 0.039 0.009 -0.041
C 3.94966 -3.23905 0.86459 0.006 -0.011 -0.013
C 4.23099 -2.09509 1.61395 0.070 -0.086 0.021
C 3.42526 -0.99856 1.47211 -0.186 -0.089 -0.177
N 2.38515 -1.00122 0.60838 0.314 0.266 0.273
Si 2.03491 -1.09664 -2.70413 -0.017 -0.091 -0.018
C 0.91788 -0.74287 -4.15548 -0.146 0.091 -0.141
C 3.04785 0.42955 -2.30667 0.100 0.179 0.104
C 3.22697 -2.41134 -3.26345 0.132 -0.186 -0.106
H -2.12079 -3.56140 0.26020 0.100 0.013 0.012
H -1.31186 -2.06141 0.72375 -0.060 -0.032 0.021
H -0.58988 -3.61857 1.14329 -0.042 0.077 -0.063
H -0.19315 -5.43010 -1.89007 0.075 0.032 0.034
H 0.99722 -5.15673 -0.62366 -0.073 0.000 -0.090
H 1.35883 -4.70196 -2.30088 -0.079 -0.060 0.024
H -1.88221 -3.91306 -2.84044 0.015 0.078 0.027
H -1.14607 -2.48919 -3.55734 -0.060 -0.026 0.035
H -2.38741 -2.32250 -2.30068 0.050 0.001 -0.037
H 2.70838 -4.07667 -0.67692 0.118 0.094 0.099
H 4.56615 -4.12295 0.97220 -0.023 0.018 -0.001
H 5.06731 -2.05706 2.29746 -0.019 -0.025 -0.016
H 3.60615 -0.10290 2.03173 -0.023 0.126 0.054
H 0.08383 -0.06996 -3.94389 0.001 -0.026 -0.057
H 0.50283 -1.66418 -4.57017 0.038 0.060 0.004
H 1.52399 -0.28326 -4.94443 -0.065 -0.019 0.068
H 2.51251 1.21060 -1.75328 0.038 -0.014 -0.050
H 3.38767 0.89314 -3.23982 0.014 -0.088 0.059
H 3.94090 0.16823 -1.72911 -0.076 0.039 -0.026
H 2.70618 -3.33294 -3.54274 0.085 0.061 0.006
H 3.96410 -2.65151 -2.49257 -0.032 -0.002 -0.091
H 3.77518 -2.06442 -4.14644 -0.053 -0.032 0.076
I -4.43640 1.53849 -4.24302 -0.055 0.020 -0.040
C -3.04084 1.38832 -1.49948 0.107 0.029 0.150
C -1.87438 2.49841 -2.81493 0.142 -0.016 0.034
N -0.46289 2.26415 -2.42985 -0.190 0.009 0.311
N -0.31668 1.29989 -1.38888 0.028 -0.202 -0.133
C -2.14744 0.65503 -0.51506 -0.045 0.172 -0.256
H -1.83287 3.19594 -3.65209 -0.037 -0.007 -0.012
H 0.10743 1.98846 -3.21717 0.027 -0.064 -0.085
H -2.66121 0.06705 0.23693 -0.022 -0.036 -0.016
C 0.34507 -1.74015 3.17234 -0.048 -0.232 0.030
Si 0.40569 0.06402 2.66598 -0.199 0.132 0.192
C 1.90585 0.80779 3.55662 0.181 -0.028 0.048
C -1.07173 0.86935 3.51559 -0.132 0.129 0.055
C -2.34047 0.97358 2.94220 -0.005 0.036 0.122
C -3.42087 1.50735 3.63424 0.065 -0.006 -0.015
C -3.25486 1.94970 4.93888 -0.002 -0.017 -0.018
C -2.01082 1.84013 5.54376 0.034 -0.024 -0.047
C -0.93690 1.30757 4.84057 -0.064 0.020 -0.012
H 0.53972 -1.77770 4.25017 -0.027 -0.031 -0.075
H 1.07563 -2.38304 2.67040 -0.044 0.055 0.056
H -0.65217 -2.14972 3.00407 0.063 -0.038 0.038
H 2.38136 0.05463 4.19331 -0.029 0.064 -0.041
H 1.55872 1.62229 4.19220 0.078 -0.016 -0.046
H 2.66833 1.24193 2.91548 0.030 0.016 0.053
H -2.49540 0.62802 1.93347 -0.015 0.023 0.039
H -4.39038 1.57793 3.15456 0.041 -0.006 0.016
H -4.09122 2.36977 5.48374 0.024 -0.011 -0.016
H -1.87387 2.17042 6.56660 0.001 -0.015 -0.040
H 0.01768 1.23309 5.34977 -0.098 -0.008 -0.001

52
Properties=species:S:1:pos:R:3:forces:R:3 method="wB97M-V/def2-TZVPD" de_lowest_kj_mol=626.19 e_tot_ev=-91710.3887 total_charge=-2
Mo -0.30762 1.21836 -0.52728 3.342 -0.949 7.020
Cl -1.56559 -3.88577 -4.95719 -0.002 0.009 -0.011
C -0.73473 -2.76090 -3.91563 0.037 -0.034 0.002
C -1.48934 -1.84300 -3.19926 -0.061 0.004 0.062
C -0.87236 -0.92250 -2.36383 -0.208 -0.293 -0.310
N -1.55325 0.05850 -1.61874 0.048 0.238 -0.078
C -2.88956 0.28376 -1.58990 0.084 -0.025 -0.068
O -3.76958 -0.32437 -2.18026 -0.044 0.011 -0.031
C -3.27099 1.47244 -0.70628 -0.160 -0.162 -0.023
C -4.60584 1.80871 -0.58943 -0.029 0.019 0.043
C -4.95090 2.89374 0.19879 0.025 -0.009 -0.009
C -3.95121 3.60550 0.83806 -0.002 -0.001 0.043
C -2.63876 3.20742 0.66792 0.030 -0.082 0.088
N -2.30666 2.16132 -0.08170 0.248 0.089 -1.070
C 0.53731 -0.93830 -2.25055 0.907 0.558 0.210
C 1.27864 -1.86153 -2.96933 0.072 0.000 -0.053
C 0.64403 -2.76908 -3.80306 -0.029 0.006 0.014
Cl 1.61636 -3.90873 -4.68977 0.001 -0.001 -0.008
N 1.11772 0.05437 -1.40191 -0.466 2.191 -1.991
C 2.47487 0.29910 -1.10631 -0.912 -0.223 -0.503
O 3.45364 -0.25798 -1.57321 -0.081 0.155 -0.369
C 2.66044 1.48989 -0.16477 0.694 -0.686 -0.215
C 3.96705 1.81289 0.19587 0.065 -0.091 0.114
C 4.19266 2.88514 1.03163 -0.100 -0.031 -0.077
C 3.09491 3.61593 1.47522 -0.067 0.015 0.100
C 1.83389 3.24283 1.05532 0.001 0.072 0.199
N 1.62292 2.18957 0.26974 0.566 1.820 -2.487
H -2.56323 -1.83527 -3.29038 -0.004 -0.028 0.008
H -5.33338 1.20788 -1.11467 0.002 -0.019 0.013
H -5.98912 3.17661 0.31745 -0.001 -0.006 0.019
H -4.17220 4.44928 1.47504 -0.013 -0.036 0.047
H -1.82221 3.71719 1.15823 -0.003 -0.016 0.028
H 2.35256 -1.86669 -2.86498 -0.001 -0.009 0.031
H 4.76391 1.19841 -0.19728 -0.015 -0.032 0.005
H 5.19850 3.15477 1.32810 -0.002 0.004 0.011
H 3.20680 4.47335 2.12526 0.008 -0.005 0.013
H 0.94692 3.78225 1.36179 0.024 0.014 0.014
O 0.29598 0.86747 1.13047 -4.057 0.054 -3.517
F -2.08902 1.02631 2.30791 -0.313 -0.080 0.396
B -2.85987 0.90214 3.48158 -0.122 0.246 -0.092
F -3.44802 2.18209 3.75656 -0.008 0.005 -0.034
F -3.89419 -0.02940 3.27699 -0.038 -0.002 0.004
F -2.06874 0.52822 4.56920 0.023 -0.017 0.039
Te 1.18769 -1.43425 0.67695 0.933 -3.134 2.671
C 2.24382 -3.28290 1.31018 -0.369 0.480 -0.247
C 1.73552 -4.51583 1.63273 -0.025 -0.091 0.015
C 2.71537 -5.48227 2.00258 0.021 0.083 -0.037
C 3.98382 -4.98355 1.96046 0.000 -0.103 0.038
S 3.95858 -3.33692 1.46534 -0.008 0.039 -0.023
H 0.67369 -4.72303 1.60709 -0.001 0.019 0.008
H 2.48620 -6.50222 2.28764 -0.005 0.002 -0.001
H 4.90256 -5.50094 2.19163 0.017 0.033 0.000

18
Properties=species:S:1:pos:R:3:forces:R:3 method="wB97M-V/def2-TZVPD" de_lowest_kj_mol=272.53 e_tot_ev=-8900.7686 total_charge=+1
C -3.32180 -0.13848 -0.14298 -4.047 -0.606 -2.732
N -2.11314 0.09512 -0.14995 -1.245 -0.369 1.317
C -0.90705 0.11130 0.10468 2.320 2.659 -0.339
C 0.03249 -0.44933 1.13255 -2.144 -2.206 2.585
C 1.14028 -0.02762 0.20306 1.986 -1.103 -0.724
C 2.16563 -0.94480 -0.40336 0.510 0.973 2.467
C 1.18002 1.41312 0.07572 -1.036 1.521 2.992
C 0.17311 0.70002 -0.69462 -3.460 -0.736 -0.635
H -3.74110 -1.00856 -0.75274 0.990 0.555 1.052
H -4.23022 0.55406 0.03061 2.125 -0.430 0.660
H -0.25840 -1.57054 1.13527 1.042 1.446 0.012
H -0.07886 -0.12671 2.26519 0.478 -0.255 -2.437
H 2.88051 -0.32160 -0.94899 -0.291 -0.632 -0.494
H 1.65722 -1.75702 -0.87565 0.198 -0.496 -0.753
H 2.70738 -1.30658 0.48360 0.229 -0.396 -0.505
H 0.81833 2.06703 0.90222 0.702 -0.427 -0.695
H 1.81667 1.81993 -0.64018 1.520 0.751 -0.568
H 0.07893 0.89067 -1.72442 0.124 -0.248 -1.203